1.
This record from the Open Molecules 2025 dataset describes 3 unconnected molecules or ions with the total composition C34H67N2O8P at a distorted geometry. The level of theory is ωB97M-V with the def2-TZVPD basis set.

SMILES string: C=C[C@@](C)(CCCCCCCCCCOC)OC[C@@H](N(CN)CCCC)P(CC)CC.C[C@@H]1COC(=O)O1.C[C@@H]1COC(=O)O1
Gap between HOMO and LUMO in eV: 8.312
Energy relative to the best compared isomer or geometry (same formula, charge and spin) in kcal per mole: 0.0
Multiplicity: 1
LUMO level in eV: 0.7

Atoms and positions in Å:
C 4.33 -0.70 3.24
C 3.57 0.02 4.09
C 2.06 -0.07 4.17
C 1.66 -0.13 5.65
C 1.44 1.23 3.56
C 2.22 1.84 2.39
C 1.33 2.83 1.60
C 1.85 3.10 0.18
C 1.96 4.59 -0.20
C 1.39 4.93 -1.58
C -0.05 5.49 -1.47
C -0.49 6.16 -2.78
C -1.89 6.76 -2.64
C -2.24 7.67 -3.80
O -1.90 7.04 -5.03
C -2.95 7.08 -5.98
O 1.53 -1.12 3.38
C 1.66 -2.43 3.96
C 1.42 -3.45 2.83
N 2.51 -4.39 2.56
C 3.00 -5.06 3.75
N 3.34 -6.47 3.51
C 3.58 -3.86 1.72
C 4.09 -4.91 0.71
C 4.30 -4.35 -0.69
C 5.24 -3.12 -0.71
P -0.11 -4.47 3.15
C 0.00 -5.77 1.83
C -1.25 -6.63 1.68
C -1.54 -3.37 2.81
C -2.90 -4.10 2.89
H 5.38 -0.85 3.48
H 3.91 -1.12 2.34
H 4.02 0.75 4.76
H 0.64 -0.53 5.74
H 2.32 -0.75 6.25
H 1.65 0.86 6.08
H 1.38 1.99 4.33
H 0.44 0.97 3.21
H 3.04 2.44 2.80
H 2.60 1.08 1.71
H 1.36 3.77 2.14
H 0.31 2.46 1.61
H 2.81 2.61 0.04
H 1.18 2.64 -0.56
H 2.99 4.93 -0.14
H 1.41 5.17 0.55
H 1.34 4.05 -2.22
H 1.96 5.72 -2.07
H -0.11 6.22 -0.67
H -0.74 4.68 -1.24
H 0.25 6.93 -3.03
H -0.49 5.39 -3.55
H -1.98 7.30 -1.69
H -2.60 5.93 -2.66
H -3.30 7.94 -3.78
H -1.69 8.61 -3.75
H -2.58 6.85 -6.97
H -3.73 6.37 -5.72
H -3.35 8.10 -6.01
H 2.65 -2.51 4.40
H 0.87 -2.55 4.70
H 1.25 -2.87 1.93
H 3.93 -4.56 4.06
H 2.31 -4.94 4.58
H 2.78 -7.04 4.13
H 4.31 -6.62 3.75
H 4.40 -3.45 2.31
H 3.18 -3.04 1.12
H 4.98 -5.43 1.07
H 3.31 -5.67 0.66
H 3.36 -4.16 -1.20
H 4.81 -5.13 -1.27
H 4.67 -2.20 -0.60
H 5.96 -3.23 0.10
H 5.82 -3.11 -1.63
H 0.88 -6.37 2.07
H 0.24 -5.28 0.88
H -1.03 -7.40 0.94
H -2.10 -6.07 1.30
H -1.47 -7.16 2.61
H -1.52 -2.60 3.58
H -1.43 -2.86 1.85
H -2.82 -5.10 3.29
H -3.32 -4.17 1.89
H -3.59 -3.56 3.53
C -1.43 10.18 -10.94
C -1.98 9.32 -9.81
C -2.25 7.88 -10.16
O -3.30 7.53 -9.25
C -3.98 8.67 -8.96
O -5.02 8.71 -8.40
O -3.30 9.75 -9.42
H -1.19 9.58 -11.82
H -2.15 10.95 -11.23
H -0.51 10.68 -10.63
H -1.35 9.40 -8.93
H -1.39 7.24 -10.01
H -2.62 7.75 -11.18
C -4.82 -9.71 3.87
C -5.57 -8.41 3.64
C -5.24 -7.69 2.35
O -5.52 -6.32 2.69
C -5.34 -6.19 4.03
O -5.28 -5.15 4.60
O -5.22 -7.41 4.61
H -4.23 -9.99 3.00
H -4.16 -9.62 4.73
H -5.51 -10.53 4.06
H -6.65 -8.57 3.72
H -5.85 -8.00 1.51
H -4.18 -7.77 2.09

***

2.
This record from the Open Molecules 2025 dataset describes a molecular structure, H30O19S at a distorted geometry. The level of theory is ωB97M-V with the def2-TZVPD basis set.

Gap between HOMO and LUMO in eV: 8.557
Energy relative to the best compared isomer or geometry (same formula, charge and spin) in kcal per mole: 195.3
Multiplicity: 1
Net charge: -2
LUMO level in eV: 4.9

Atoms and positions in Å:
S 0.30 0.31 0.45
O 1.16 1.44 0.29
O 0.41 -0.49 -0.74
O 0.70 -0.51 1.62
O -1.17 0.66 0.59
O 0.00 -0.48 4.19
H 0.72 -1.03 4.53
H 0.22 -0.57 3.17
O 0.57 -2.96 1.56
H -0.29 -3.17 1.84
H 0.65 -2.03 1.50
O -2.69 1.84 -1.12
H -3.25 2.54 -0.81
H -2.15 1.60 -0.36
O 0.07 3.25 -1.42
H 0.55 2.65 -0.95
H -0.83 3.00 -1.35
O 2.35 -1.89 -1.30
H 1.41 -1.48 -1.13
H 2.64 -2.38 -0.61
O -3.06 -0.94 1.13
H -3.55 -0.44 1.71
H -2.53 -0.14 1.00
O 3.44 1.34 -0.92
H 2.62 1.43 -0.64
H 3.76 0.98 -0.20
O 1.40 3.27 2.18
H 0.64 3.75 1.76
H 1.46 2.59 1.40
O -1.62 -2.23 -0.65
H -2.11 -1.81 -0.04
H -0.95 -1.51 -0.85
O -2.60 2.47 2.23
H -2.28 1.64 1.84
H -2.03 3.28 1.93
O -0.40 -2.94 -3.03
H -0.12 -2.40 -2.23
H 0.26 -3.77 -2.99
O 2.98 -1.35 2.37
H 2.96 -2.19 2.17
H 2.01 -0.89 2.13
O 2.47 0.56 -3.26
H 2.36 0.09 -2.28
H 3.14 0.24 -3.89
O -3.39 -0.67 -1.43
H -2.67 -1.22 -1.25
H -3.23 0.06 -0.91
O -0.39 0.43 -2.40
H -0.26 -0.30 -1.79
H 0.32 0.38 -3.01